This record from the OMol25 dataset describes a molecular structure, C51H55N4OP2PdS in a non-equilibrium geometry. The level of theory is the ωB97M-V functional and the def2-TZVPD basis.

```
115
Properties=species:S:1:pos:R:3
Pd 0.676 0.569 -0.204
C -1.871 3.491 1.976
N -1.248 2.415 1.194
P 0.276 1.777 1.667
C 1.178 3.369 2.028
C 1.645 4.070 0.910
C 2.228 5.325 1.041
C 2.364 5.905 2.298
C 1.894 5.229 3.415
C 1.301 3.977 3.279
C 0.031 1.144 3.359
C -1.211 0.888 3.928
C -1.303 0.361 5.214
C -0.154 0.072 5.935
C 1.096 0.283 5.356
C 1.189 0.806 4.073
P -1.199 2.469 -0.582
C -2.358 1.106 -1.077
C -3.001 0.268 -0.173
C -3.954 -0.650 -0.611
C -4.258 -0.761 -1.962
C -3.601 0.057 -2.876
C -2.672 0.988 -2.432
C -2.514 3.852 -0.780
C -2.039 5.055 -1.295
C -2.897 6.105 -1.620
C -4.265 5.957 -1.445
C -4.764 4.762 -0.930
C -3.897 3.727 -0.602
H -1.534 3.426 3.010
H -2.959 3.403 1.970
H -1.612 4.489 1.607
H 1.524 3.624 -0.071
H 2.581 5.851 0.160
H 2.826 6.879 2.404
H 1.984 5.678 4.398
H 0.930 3.477 4.163
H -2.114 1.095 3.359
H -2.278 0.170 5.648
H -0.228 -0.334 6.938
H 1.998 0.030 5.903
H 2.161 0.955 3.607
H -2.751 0.342 0.879
H -4.470 -1.279 0.109
H -4.995 -1.482 -2.300
H -3.818 -0.027 -3.936
H -2.175 1.636 -3.148
H -0.968 5.167 -1.449
H -2.499 7.030 -2.020
H -4.941 6.760 -1.713
H -5.833 4.636 -0.795
H -4.306 2.801 -0.206
C -2.323 -3.931 -2.162
C -1.375 -5.107 -2.157
C -1.566 -6.160 -3.053
C -0.786 -7.308 -3.028
C 0.217 -7.423 -2.075
C 0.451 -6.379 -1.194
C -0.319 -5.215 -1.230
N -0.045 -4.198 -0.293
C 0.162 -2.829 -0.569
N 0.454 -2.611 -1.882
C 0.575 -1.441 -2.711
C 0.616 -0.133 -2.221
C 0.745 0.848 -3.223
C 0.826 0.573 -4.583
C 0.789 -0.750 -5.009
C 0.665 -1.772 -4.079
C 0.646 -3.210 -4.546
N 0.121 -1.942 0.349
C -0.293 -2.302 1.640
C -1.634 -2.579 1.906
C -2.066 -2.884 3.190
C -1.152 -2.911 4.237
C 0.185 -2.625 3.975
C 0.636 -2.315 2.691
C 2.082 -1.980 2.417
H -3.302 -4.242 -2.535
H -1.974 -3.105 -2.789
H -2.452 -3.519 -1.158
H -2.377 -6.080 -3.771
H -0.970 -8.110 -3.735
H 0.830 -8.316 -2.029
H 1.251 -6.451 -0.463
H 0.296 -4.482 0.609
H 0.549 -3.469 -2.390
H 0.777 1.891 -2.917
H 0.920 1.375 -5.309
H 0.857 -0.996 -6.065
H 0.792 -3.255 -5.625
H -0.302 -3.714 -4.320
H 1.446 -3.806 -4.087
H -2.336 -2.548 1.083
H -3.115 -3.090 3.373
H -1.474 -3.138 5.248
H 0.903 -2.624 4.792
H 2.662 -1.983 3.344
H 2.179 -0.999 1.945
H 2.536 -2.699 1.725
C 5.930 2.049 0.075
C 4.642 2.517 -0.588
S 3.207 1.378 -0.310
O 3.472 0.926 1.113
C 3.846 0.068 -1.419
C 3.646 -1.312 -0.805
H 6.687 2.841 0.062
H 6.358 1.172 -0.417
H 5.725 1.781 1.113
H 4.722 2.653 -1.675
H 4.304 3.457 -0.144
H 4.902 0.263 -1.619
H 3.273 0.184 -2.341
H 4.309 -1.455 0.052
H 3.852 -2.085 -1.550
H 2.621 -1.436 -0.458
```

Properties
- net charge = -1
- calculated total energy (eV) = -94682.3641
- ΔE to the lowest compared entry with this formula, charge and spin (eV) = 0.5938
- highest occupied orbital energy (hartree) = -0.090

=====

This record from the OMol25 dataset describes 2 unconnected molecules or ions with the total composition C9H17N4O in a non-equilibrium geometry. The level of theory is the ωB97M-V functional and the def2-TZVPD basis.

```
31
Properties=species:S:1:pos:R:3
C -2.308 2.858 -0.077
C -3.423 2.306 -1.951
C 3.262 -1.028 1.510
C 2.268 -2.275 1.685
C 2.889 -0.507 0.130
C -1.244 1.723 -0.187
C 1.152 -1.989 0.602
C -1.358 1.058 -1.517
C -0.337 -1.927 1.021
N -3.227 3.142 -1.097
N -2.518 1.199 -2.234
N -2.429 1.687 0.670
N -0.314 0.365 -1.935
O 1.526 -0.721 0.037
H -2.067 3.731 0.465
H -4.310 2.457 -2.555
H 3.092 -0.266 2.182
H 4.326 -1.384 1.501
H 2.788 -3.270 1.599
H 1.825 -2.171 2.774
H 3.074 0.558 -0.080
H 3.471 -0.958 -0.748
H -0.274 1.614 0.253
H 1.273 -2.820 -0.129
H -0.582 -1.186 1.824
H -0.964 -1.691 0.171
H -2.659 0.518 -2.944
H -0.749 -2.830 1.449
H -2.153 1.796 1.632
H 0.352 0.050 -1.190
H -0.380 -0.038 -2.861
```

Properties
- net charge = +1
- calculated total energy (eV) = -17608.5451
- ΔE to the lowest compared entry with this formula, charge and spin (eV) = 0.8569
- highest occupied orbital energy (hartree) = -0.485

=====

This record from the OMol25 dataset describes a molecular structure, C23H29BrINO4PRhS. The level of theory is the ωB97M-V functional and the def2-TZVPD basis.

```
62
Properties=species:S:1:pos:R:3
Rh -0.714 -0.263 0.204
C -2.882 4.549 2.153
C -2.622 3.078 1.973
O -1.971 2.888 0.668
P -0.788 1.943 0.317
O -0.396 2.390 -1.132
C -1.371 2.826 -2.159
C -1.330 4.325 -2.289
O 0.421 2.254 1.251
C 0.968 3.623 1.410
C 1.045 3.949 2.876
H -3.468 4.700 3.060
H -3.456 4.937 1.313
H -1.957 5.118 2.244
H -3.543 2.502 1.938
H -1.967 2.670 2.746
H -2.360 2.465 -1.877
H -1.048 2.326 -3.067
H -1.633 4.806 -1.360
H -2.021 4.633 -3.074
H -0.332 4.661 -2.566
H 0.330 4.313 0.859
H 1.947 3.593 0.941
H 0.056 3.956 3.337
H 1.483 4.940 2.998
H 1.676 3.231 3.398
O -0.002 -0.623 1.991
S -0.746 -0.017 3.234
C -1.481 -1.397 4.036
C -2.866 -1.389 4.138
C -3.493 -2.453 4.775
C -2.730 -3.494 5.280
C -1.341 -3.491 5.160
C -0.702 -2.434 4.542
C 0.592 0.406 4.319
C 0.230 0.979 5.531
C 1.231 1.353 6.412
C 2.565 1.160 6.069
C 2.904 0.590 4.850
C 1.912 0.207 3.956
H -3.444 -0.569 3.729
H -4.569 -2.466 4.874
H -3.219 -4.322 5.777
H -0.761 -4.310 5.564
H 0.378 -2.406 4.458
H -0.813 1.124 5.792
H 0.971 1.795 7.364
H 3.344 1.455 6.759
H 3.944 0.442 4.591
H 2.163 -0.227 2.999
I -3.203 -0.204 0.137
Br 2.814 -5.772 -1.694
C 1.882 -4.244 -1.162
C 0.664 -3.926 -1.751
C 0.014 -2.785 -1.332
N 0.508 -1.986 -0.373
C 1.679 -2.302 0.194
C 2.401 -3.415 -0.176
H 0.230 -4.549 -2.519
H -0.934 -2.501 -1.773
H 2.040 -1.639 0.969
H 3.349 -3.633 0.295
```

Properties
- net charge = +2
- calculated total energy (eV) = -135264.0134
- ΔE to the lowest compared entry with this formula, charge and spin (eV) = 0.2964
- highest occupied orbital energy (spin up / spin down) (hartree) = -0.544 / -0.544

=====

This record from the OMol25 dataset describes a gas-phase ion, O4S4 (charge -2) in a non-equilibrium geometry. The level of theory is the ωB97M-V functional and the def2-TZVPD basis.

```
8
Properties=species:S:1:pos:R:3
O 1.520 1.328 0.240
S 1.105 0.052 -0.234
O 0.967 -0.182 -1.706
S 2.182 -1.334 0.548
S -1.005 0.083 0.227
O -1.089 -0.017 1.685
O -1.480 1.420 -0.252
S -2.201 -1.351 -0.507
```

Properties
- net charge = -2
- calculated total energy (eV) = -51530.7814
- ΔE to the lowest compared entry with this formula, charge and spin (eV) = 0.8520
- highest occupied orbital energy (hartree) = -0.026

=====

This record from the OMol25 dataset describes 2 unconnected molecules or ions with the total composition C4H12. The level of theory is the ωB97M-V functional and the def2-TZVPD basis.

```
16
Properties=species:S:1:pos:R:3
C 1.440 -0.292 2.036
C 1.580 -1.542 1.192
H 1.895 -0.427 3.010
H 1.846 0.581 1.525
H 0.381 -0.054 2.151
H 1.222 -1.427 0.164
H 1.052 -2.370 1.664
H 2.613 -1.896 1.128
C -1.817 1.557 -1.862
C -1.192 0.248 -1.386
H -2.646 1.897 -1.237
H -1.113 2.390 -1.818
H -2.179 1.482 -2.893
H -0.178 0.208 -1.782
H -1.838 -0.612 -1.587
H -1.066 0.256 -0.304
```

Properties
- calculated total energy (eV) = -4342.3988
- ΔE to the lowest compared entry with this formula, charge and spin (eV) = 0.1295
- highest occupied orbital energy (hartree) = -0.430

=====

This record from the OMol25 dataset describes 7 unconnected molecules or ions with the total composition C8H30N8O7 in a non-equilibrium geometry. The level of theory is the ωB97M-V functional and the def2-TZVPD basis.

```
53
Properties=species:S:1:pos:R:3
N -3.690 0.001 -2.060
C -3.082 -0.293 -3.153
N -2.157 -1.215 -2.933
O -3.644 0.043 -4.379
H -4.248 0.794 -2.171
H -3.249 -0.086 -1.122
H -1.733 -1.651 -3.804
H -1.454 -1.036 -2.190
N 2.498 -2.676 -0.902
C 3.293 -1.666 -0.656
N 3.650 -1.523 0.601
O 3.710 -0.830 -1.703
H 2.288 -2.930 -1.928
H 2.332 -3.392 -0.209
H 4.307 -0.672 0.692
H 3.483 -2.147 1.381
N -1.222 1.161 1.060
C -1.986 2.189 1.211
N -2.287 2.329 2.513
O -2.456 2.940 0.145
H -0.727 0.989 0.157
H -0.676 0.653 1.901
H -2.893 3.156 2.753
H -1.865 1.741 3.211
N -0.046 0.016 3.122
C 0.888 -0.796 2.706
N 1.847 -0.088 2.173
O 0.719 -2.198 2.702
H -0.883 -0.466 3.536
H 0.232 0.801 3.676
H 2.456 -0.620 1.410
H 1.789 0.922 2.029
C -0.265 1.864 -1.988
C 0.717 0.719 -1.833
O 0.118 -0.077 -0.880
H -1.283 1.482 -2.034
H -0.017 2.321 -2.892
H -0.116 2.626 -1.226
H 1.747 0.984 -1.525
H 0.925 0.108 -2.716
H 0.697 -0.810 -0.624
C -0.680 -3.275 -0.345
O -2.041 -2.821 -0.320
H 0.007 -2.482 -0.144
H -0.323 -3.665 -1.300
H -0.596 -4.090 0.457
H -2.547 -3.339 -0.991
C 1.662 2.786 1.155
O 1.301 2.677 2.529
H 1.240 1.938 0.640
H 2.711 3.045 0.985
H 1.169 3.736 0.744
H 0.381 2.825 2.541
```

Properties
- calculated total energy (eV) = -35032.6196
- ΔE to the lowest compared entry with this formula, charge and spin (eV) = 6.4709
- highest occupied orbital energy (hartree) = -0.321

=====

This record from the OMol25 dataset describes C25H26N2O7 in the gas phase. The level of theory is the ωB97M-V functional and the def2-TZVPD basis.

```
60
Properties=species:S:1:pos:R:3
C 8.769 2.912 0.088
C 7.308 2.535 -0.102
O 7.155 1.191 0.313
C 5.931 0.610 0.234
C 5.862 -0.718 0.661
C 4.673 -1.412 0.615
C 3.528 -0.778 0.148
N 2.293 -1.479 0.092
C 1.766 -2.174 1.161
O 2.318 -2.373 2.208
C 0.371 -2.634 0.773
C 0.239 -2.313 -0.714
N -0.966 -1.601 -1.095
C -2.064 -2.357 -1.643
C -3.015 -2.891 -0.552
C -3.801 -1.770 0.062
C -3.442 -1.198 1.277
C -4.127 -0.110 1.775
C -5.204 0.431 1.070
O -5.794 1.524 1.623
C -6.870 2.122 0.937
C -5.600 -0.165 -0.123
C -4.894 -1.245 -0.615
C -0.996 -0.295 -0.722
O -0.039 0.191 -0.133
C -2.184 0.522 -1.051
C -2.442 1.616 -0.333
C -3.574 2.512 -0.616
O -4.413 2.350 -1.469
O -3.577 3.567 0.205
C 1.472 -1.441 -1.016
O 1.730 -0.943 -2.077
C 3.580 0.542 -0.266
C 4.777 1.235 -0.229
H 8.929 3.941 -0.220
H 9.047 2.804 1.133
H 9.400 2.258 -0.507
H 6.665 3.191 0.501
H 7.023 2.638 -1.158
H 6.764 -1.187 1.022
H 4.627 -2.436 0.949
H 0.238 -3.689 1.014
H -0.336 -2.050 1.365
H 0.311 -3.213 -1.331
H -1.645 -3.197 -2.204
H -2.628 -1.738 -2.341
H -3.694 -3.607 -1.020
H -2.434 -3.414 0.208
H -2.616 -1.604 1.842
H -3.844 0.347 2.709
H -7.734 1.451 0.888
H -7.135 3.004 1.517
H -6.585 2.417 -0.078
H -6.438 0.213 -0.685
H -5.204 -1.689 -1.551
H -2.810 0.267 -1.891
H -1.815 1.893 0.502
H -4.331 4.148 0.020
H 2.680 1.024 -0.613
H 4.793 2.262 -0.559
```

Properties
- calculated total energy (eV) = -43660.7504
- ΔE to the lowest compared entry with this formula, charge and spin (eV) = 0.0176
- highest occupied orbital energy (hartree) = -0.302

=====

This record from the OMol25 dataset describes C6H12N2O in the gas phase in a non-equilibrium geometry. The level of theory is the ωB97M-V functional and the def2-TZVPD basis.

```
21
Properties=species:S:1:pos:R:3
H -1.938 0.577 -1.237
N -1.948 1.258 -0.478
C -0.799 1.392 0.047
C -0.516 2.399 1.118
O 0.522 1.319 -0.804
C 0.786 0.000 -0.939
C 1.520 -0.476 -1.955
N 0.134 -0.772 0.067
C -0.704 -1.891 -0.372
C 0.739 -0.942 1.385
H -1.137 2.198 1.994
H 0.539 2.377 1.393
H -0.729 3.397 0.731
H 1.830 0.188 -2.751
H 1.758 -1.527 -2.030
H -1.290 -2.296 0.457
H -0.093 -2.705 -0.770
H -1.362 -1.571 -1.183
H 0.297 -1.750 1.975
H 0.570 -0.065 2.011
H 1.819 -1.111 1.341
```

Properties
- calculated total energy (eV) = -11441.8714
- ΔE to the lowest compared entry with this formula, charge and spin (eV) = 2.7993
- highest occupied orbital energy (hartree) = -0.316